{"formula": "C16H38Cl10O8P2", "method": "the ωB97M-V functional and the def2-TZVPD basis", "elements": ["C", "O", "P", "O", "O", "C", "O", "C", "H", "H", "H", "H", "H", "H", "H", "H", "H", "C", "O", "P", "O", "O", "C", "O", "C", "H", "H", "H", "H", "H", "H", "H", "H", "H", "Cl", "C", "C", "Cl", "H", "H", "H", "H", "Cl", "C", "C", "Cl", "H", "H", "H", "H", "Cl", "C", "C", "Cl", "H", "H", "H", "H", "Cl", "C", "C", "Cl", "H", "H", "H", "H", "Cl", "C", "C", "Cl", "H", "H", "H", "H"], "positions_angstrom": [[-3.090, -0.761, -0.008], [-4.140, -1.419, 0.711], [-3.958, -2.937, 1.059], [-2.625, -3.389, 1.430], [-5.038, -3.059, 2.179], [-5.589, -4.305, 2.578], [-4.513, -3.734, -0.201], [-5.780, -3.337, -0.714], [-2.106, -1.205, 0.129], [-3.045, 0.284, 0.285], [-3.302, -0.843, -1.077], [-4.890, -5.124, 2.382], [-6.522, -4.502, 2.052], [-5.753, -4.285, 3.652], [-5.733, -2.404, -1.277], [-6.543, -3.257, 0.061], [-6.122, -4.103, -1.412], [-0.772, 2.899, -0.619], [-0.313, 3.069, 0.719], [-1.014, 4.202, 1.579], [-1.148, 5.496, 0.920], [-2.347, 3.482, 1.976], [-3.515, 4.230, 2.337], [-0.180, 4.169, 2.907], [0.810, 5.164, 3.167], [-1.851, 2.812, -0.714], [-0.296, 1.968, -0.944], [-0.300, 3.601, -1.306], [-4.311, 3.932, 1.660], [-3.344, 5.305, 2.293], [-3.796, 3.975, 3.358], [1.068, 5.744, 2.278], [1.703, 4.678, 3.549], [0.416, 5.895, 3.873], [0.814, 3.371, -4.034], [1.965, 3.880, -5.299], [3.343, 3.316, -5.052], [3.311, 1.542, -5.009], [1.985, 4.971, -5.232], [1.540, 3.699, -6.283], [3.732, 3.710, -4.119], [3.984, 3.619, -5.878], [2.841, -2.920, 1.898], [1.357, -3.780, 2.433], [0.347, -3.971, 1.344], [0.997, -4.934, -0.005], [0.942, -3.212, 3.264], [1.693, -4.741, 2.816], [-0.085, -3.054, 0.959], [-0.504, -4.521, 1.744], [4.035, 1.969, 1.225], [2.598, 1.698, 2.245], [2.712, 0.380, 2.946], [1.690, 0.379, 4.414], [1.707, 1.743, 1.622], [2.536, 2.510, 2.966], [3.719, 0.163, 3.288], [2.352, -0.428, 2.321], [3.813, -5.223, -2.475], [3.961, -3.459, -2.420], [5.417, -3.059, -2.378], [5.612, -1.369, -2.944], [3.447, -3.072, -1.541], [3.436, -3.052, -3.281], [6.067, -3.703, -2.960], [5.760, -3.062, -1.346], [0.616, -0.533, 0.162], [1.723, 0.024, -1.129], [1.176, -0.231, -2.496], [0.604, -1.907, -2.747], [2.681, -0.453, -0.930], [1.853, 1.097, -0.983], [1.873, -0.004, -3.296], [0.289, 0.377, -2.671]], "atomic_forces_ev_per_a": [[0.3, 0.0, -0.8], [0.3, 0.5, 0.2], [0.2, -0.3, -0.2], [0.5, -0.1, -0.1], [-0.8, 0.4, 0.4], [0.4, -0.7, 0.1], [-0.1, 0.0, 0.1], [-0.6, -0.3, -0.6], [-0.1, -0.2, 0.4], [-0.2, 0.0, 0.1], [-0.1, 0.2, 0.0], [-0.1, 0.1, -0.1], [0.0, 0.1, 0.0], [-0.1, 0.2, 0.0], [0.2, 0.1, 0.2], [0.1, 0.1, 0.1], [0.2, -0.1, 0.1], [1.3, -1.0, -0.7], [-0.1, 0.3, 0.1], [0.2, -0.3, -0.3], [0.0, 0.4, 0.0], [-0.5, -0.1, 0.1], [-0.1, 0.0, 0.3], [0.2, 0.0, 0.3], [0.2, 0.7, -0.2], [0.0, 0.3, 0.1], [-0.5, -0.2, 0.2], [-0.5, 0.7, 0.3], [-0.1, 0.1, 0.0], [0.0, 0.0, -0.2], [0.1, -0.1, 0.0], [0.0, -0.3, -0.1], [-0.1, 0.0, 0.1], [0.0, -0.3, 0.2], [-0.1, -0.1, -0.1], [-0.3, 0.9, 0.1], [-0.4, 0.3, -0.4], [0.3, -0.1, 0.0], [0.3, -0.1, 0.2], [0.1, -0.6, 0.1], [0.1, -0.2, 0.1], [0.1, -0.1, 0.1], [0.0, -0.1, 0.0], [0.2, -0.1, 0.2], [-0.5, -0.2, 0.1], [0.0, 0.1, -0.1], [-0.1, 0.1, -0.1], [0.0, 0.0, -0.1], [0.3, 0.1, -0.1], [0.1, 0.0, 0.0], [0.0, 0.0, -0.2], [-0.3, 0.5, 0.2], [0.0, -0.5, 0.2], [-0.2, 0.0, 0.0], [0.1, 0.0, -0.1], [0.2, 0.0, -0.1], [0.1, 0.1, -0.1], [0.1, 0.0, 0.0], [0.0, -0.2, 0.1], [-0.3, 0.5, -0.1], [0.2, 0.1, 0.4], [-0.1, 0.0, 0.0], [-0.1, -0.3, 0.1], [0.2, -0.1, -0.2], [-0.1, 0.1, -0.2], [0.1, -0.1, 0.0], [-0.1, 0.2, 0.0], [0.4, 0.0, 0.4], [-0.9, 0.0, -0.5], [0.2, -0.1, 0.0], [0.0, -0.1, -0.2], [0.0, 0.0, -0.1], [0.3, 0.0, 0.2], [0.1, 0.1, 0.1]], "mulliken_charge": [-0.204, -0.305, 0.705, -0.382, -0.309, -0.678, -0.219, -0.637, -0.117, 0.216, 0.279, 0.326, 0.264, 0.248, 0.238, 0.277, 0.255, -0.318, 0.372, 0.395, -0.739, -0.165, -0.745, -0.199, -0.787, 0.314, -0.229, 0.262, 0.253, 0.344, 0.267, 0.378, 0.247, 0.287, -0.113, -0.524, -0.466, -0.168, 0.302, 0.340, 0.296, 0.338, -0.174, -0.480, 0.055, -0.161, 0.320, 0.397, -0.221, 0.342, -0.218, 0.396, 0.220, -0.248, -0.241, 0.064, 0.425, -0.452, -0.209, 0.146, -0.491, -0.198, -0.126, 0.215, 0.375, 0.289, -0.112, -0.517, -0.071, -0.181, 0.415, 0.355, -0.059, 0.242], "total_energy_ha": -6519.196433, "multiplicity": 1, "smiles": "COP(=O)(OC)OC.COP(=O)(OC)OC.ClCCCl.ClCCCl.ClCCCl.ClCCCl.ClCCCl", "lumo_ev": 0.493}

{"formula": "CH2FNO", "method": "the ωB97M-V functional and the def2-TZVPD basis", "elements": ["C", "N", "O", "F", "H", "H"], "positions_angstrom": [[-1.188, 0.711, -0.040], [1.624, -0.152, 0.016], [-1.911, 1.279, 0.666], [-1.259, -0.378, -0.734], [1.214, -0.782, -0.717], [1.520, -0.678, 0.808]], "atomic_forces_ev_per_a": [[1.9, 1.3, 0.5], [-0.3, 1.3, -3.6], [-0.8, -0.3, 0.1], [-0.9, -1.1, -0.5], [0.5, 0.7, 0.5], [-0.3, -1.8, 3.1]], "mulliken_charge": [0.377, -0.480, -0.253, -0.128, 0.251, 0.234], "total_energy_ha": -269.012980, "multiplicity": 1, "e_above_lowest_kcal_mol": 109.4, "lumo_ev": [-0.942, -0.836]}

{"formula": "C17H28N6S3V", "method": "the ωB97M-V functional and the def2-TZVPD basis", "elements": ["V", "S", "C", "S", "S", "C", "N", "C", "C", "N", "C", "C", "C", "C", "C", "C", "N", "C", "N", "C", "C", "N", "C", "C", "N", "C", "C", "H", "H", "H", "H", "H", "H", "H", "H", "H", "H", "H", "H", "H", "H", "H", "H", "H", "H", "H", "H", "H", "H", "H", "H", "H", "H", "H", "H"], "positions_angstrom": [[-0.179, -0.462, -0.072], [1.157, -1.782, -3.786], [0.822, -1.568, -2.209], [-0.579, -2.255, -1.386], [1.791, -0.533, -1.141], [2.522, -1.551, 3.460], [1.151, -1.505, 2.950], [0.727, -2.723, 2.263], [0.478, -0.350, 2.865], [-0.299, -0.086, 1.800], [-1.477, 0.726, 1.876], [-2.327, 0.784, 2.979], [-3.450, 1.590, 2.964], [-3.760, 2.331, 1.830], [-2.963, 2.237, 0.704], [-1.824, 1.435, 0.709], [-1.029, 1.194, -0.444], [-0.832, 2.097, -1.437], [-0.860, 1.687, -2.701], [-1.757, 0.618, -3.153], [0.033, 2.228, -3.726], [-0.525, 3.364, -1.145], [0.055, 3.720, 0.151], [-0.828, 4.473, -2.046], [0.626, 0.541, 3.861], [0.854, 0.143, 5.244], [0.546, 1.981, 3.629], [3.175, -1.910, 2.663], [2.602, -2.232, 4.308], [2.859, -0.563, 3.758], [0.924, -3.574, 2.915], [1.274, -2.868, 1.333], [-0.335, -2.697, 2.058], [-2.093, 0.194, 3.860], [-4.092, 1.631, 3.836], [-4.641, 2.962, 1.816], [-3.228, 2.770, -0.203], [-2.358, 0.256, -2.332], [-1.186, -0.207, -3.572], [-2.415, 1.020, -3.927], [0.816, 2.826, -3.267], [-0.505, 2.824, -4.465], [0.504, 1.385, -4.230], [0.678, 2.908, 0.511], [-0.714, 3.943, 0.893], [0.679, 4.602, 0.017], [-1.538, 4.157, -2.806], [0.067, 4.865, -2.530], [-1.285, 5.274, -1.464], [0.774, -0.934, 5.348], [0.094, 0.610, 5.873], [1.834, 0.467, 5.598], [0.612, 2.196, 2.566], [1.385, 2.459, 4.134], [-0.384, 2.404, 4.014]], "atomic_forces_ev_per_a": [[0.4, -1.2, -1.1], [0.0, -0.1, 0.1], [0.2, 0.1, -0.1], [-0.3, -0.5, -0.2], [0.6, 0.0, -0.2], [0.0, -0.1, 0.0], [0.1, -0.2, -0.2], [0.1, 0.1, 0.1], [-0.3, 0.3, 0.0], [-0.2, 0.1, 1.4], [0.0, 0.1, 0.1], [0.2, -0.1, 0.1], [0.0, 0.0, 0.1], [0.0, 0.0, 0.0], [0.0, 0.0, -0.1], [0.0, 0.2, -0.1], [-0.6, 1.1, 0.0], [0.1, -0.3, 0.4], [-0.1, -0.1, -0.3], [0.1, 0.1, -0.1], [0.0, -0.1, 0.0], [0.1, 0.4, 0.2], [-0.1, 0.1, -0.2], [0.0, 0.0, 0.1], [0.1, 0.3, 0.1], [0.0, 0.1, 0.0], [-0.1, -0.1, 0.1], [0.0, 0.0, 0.0], [0.0, 0.0, 0.0], [0.0, 0.0, 0.0], [0.0, 0.0, 0.0], [0.1, 0.0, -0.1], [-0.2, 0.1, -0.1], [0.0, 0.0, -0.1], [0.0, 0.0, -0.1], [0.0, 0.0, 0.0], [0.0, 0.0, 0.0], [-0.1, 0.0, 0.1], [0.0, 0.0, 0.0], [0.0, 0.0, 0.0], [0.0, 0.0, 0.0], [0.0, 0.0, 0.0], [0.0, 0.0, 0.0], [0.0, -0.1, 0.0], [0.0, 0.0, 0.0], [0.0, 0.0, 0.0], [0.0, 0.0, 0.0], [0.0, 0.0, 0.0], [0.0, 0.0, 0.0], [0.0, 0.0, 0.0], [0.0, 0.0, 0.0], [0.0, 0.0, 0.0], [0.0, -0.1, 0.0], [0.0, 0.0, 0.0], [0.0, 0.0, 0.0]], "lowdin_spin": [1.902, 0.009, 0.024, -0.014, 0.013, 0.001, 0.004, 0.003, 0.011, 0.011, 0.006, 0.001, 0.000, 0.001, 0.001, 0.007, 0.001, 0.005, 0.002, 0.000, 0.000, 0.001, 0.001, 0.000, 0.003, 0.000, 0.001, 0.000, 0.000, 0.000, 0.000, 0.001, 0.002, 0.000, 0.000, 0.000, 0.000, 0.000, 0.000, 0.000, 0.000, 0.000, 0.000, 0.001, 0.000, 0.000, 0.000, 0.000, 0.000, 0.000, 0.000, 0.000, 0.000, 0.000, 0.000], "total_charge": 1, "total_energy_ha": -3131.529876, "multiplicity": 3, "e_above_lowest_kcal_mol": 0.1, "lumo_ev": [-2.903, -2.674]}

{"formula": "C14H15N3O2S", "method": "the ωB97M-V functional and the def2-TZVPD basis", "elements": ["C", "C", "C", "C", "C", "C", "C", "H", "H", "C", "C", "C", "C", "C", "C", "O", "N", "N", "C", "N", "H", "H", "S", "H", "H", "O", "H", "H", "H", "H", "H", "H", "H", "H", "H"], "positions_angstrom": [[-0.292, 3.916, -0.220], [0.593, 2.717, -0.073], [0.844, 2.179, 1.184], [1.649, 1.066, 1.331], [2.228, 0.460, 0.224], [1.993, 1.003, -1.031], [1.189, 2.119, -1.176], [1.015, 2.526, -2.163], [2.434, 0.542, -1.904], [2.977, -0.841, 0.364], [2.004, -1.954, 0.129], [2.141, -3.262, -0.250], [0.836, -3.793, -0.337], [-0.017, -2.771, -0.006], [-1.476, -2.674, 0.020], [-2.248, -3.574, -0.239], [-1.896, -1.405, 0.326], [-3.251, -1.133, 0.499], [-3.828, -0.009, 0.004], [-2.999, 0.982, -0.414], [-3.455, 1.778, -0.829], [-2.078, 0.754, -0.755], [-5.460, 0.184, 0.082], [-3.830, -1.958, 0.610], [-1.256, -0.761, 0.774], [0.702, -1.655, 0.283], [0.552, -4.787, -0.612], [3.058, -3.778, -0.445], [3.405, -0.929, 1.367], [3.790, -0.915, -0.361], [1.822, 0.655, 2.316], [0.395, 2.635, 2.055], [-0.554, 4.084, -1.262], [-1.206, 3.792, 0.359], [0.217, 4.805, 0.151]], "atomic_forces_ev_per_a": [[0.1, 0.1, 0.0], [0.0, 0.0, 0.0], [0.0, 0.0, 0.0], [0.1, 0.0, -0.1], [0.2, 0.2, 0.0], [0.1, 0.0, 0.1], [-0.1, 0.0, 0.0], [0.0, 0.1, -0.1], [0.0, -0.1, -0.1], [-0.3, 0.0, 0.1], [0.6, -0.6, -0.2], [0.0, 0.6, 0.2], [-0.8, 0.5, 0.2], [0.6, -1.1, -0.2], [-0.3, 0.4, -0.1], [0.1, -0.1, 0.1], [-0.1, 0.6, 0.0], [0.4, -0.5, -0.1], [0.1, 0.2, 0.2], [0.3, -0.2, -0.1], [0.0, -0.1, 0.0], [0.1, 0.0, 0.0], [-0.6, 0.0, 0.0], [0.1, 0.2, 0.0], [-0.1, -0.2, 0.1], [-0.2, 0.0, 0.0], [-0.1, -0.2, -0.1], [0.2, 0.0, 0.0], [0.0, 0.0, -0.1], [0.0, 0.0, 0.1], [0.0, -0.1, 0.1], [-0.1, 0.0, 0.1], [-0.1, 0.1, -0.1], [-0.1, 0.0, 0.0], [0.0, 0.1, 0.0]], "mulliken_charge": [-1.601, 0.931, -0.637, -0.547, 0.643, -0.410, -0.675, 0.339, 0.417, -1.157, 0.642, -0.967, -0.530, 0.505, 0.023, -0.684, 0.032, -0.534, 0.113, -0.291, 0.243, 0.232, -0.414, 0.301, 0.459, -0.074, 0.532, 0.505, 0.349, 0.396, 0.369, 0.393, 0.355, 0.365, 0.374], "total_energy_ha": -1255.425129, "multiplicity": 1, "e_above_lowest_kcal_mol": 33.3, "smiles": "Cc1ccc(Cc2ccc(C(=O)NNC(N)=S)o2)cc1", "lumo_ev": 0.485}